(1)
The following is a quantum chemistry calculation of a 6-piece molecular cluster, C18H48ClF2N7O16P2S2 overall, from the OMol25 dataset.

For the LUMO energy, the calculation gives 3.7 eV. As for the orbital gap: 0.2593 Eh. The value obtained for the HOMO energy is -3.31 eV.

```
! wB97M-V def2-TZVPD RIJCOSX def2/J DEFGRID3
* xyz -2 1
N 2.82 -1.83 -3.73
S 3.08 -0.43 -4.34
O 1.95 0.41 -4.64
O 4.36 -0.23 -5.00
F 3.45 0.23 -2.88
S 3.10 -2.71 -5.12
O 4.31 -3.49 -5.06
O 2.60 -2.19 -6.37
F 1.98 -3.83 -4.85
Cl -1.16 0.69 -1.56
O 0.03 0.66 -2.41
O -0.87 0.14 -0.26
O -1.71 2.04 -1.48
O -2.13 -0.13 -2.23
O -1.33 -3.40 0.24
P -2.57 -4.11 0.66
N -2.34 -5.78 0.42
C -1.71 -6.68 1.37
C -2.01 -6.12 -0.97
N -3.97 -3.79 -0.16
C -4.07 -2.64 -1.11
C -5.25 -4.35 0.26
N -2.86 -3.91 2.33
C -3.83 -4.69 3.07
C -2.30 -2.77 3.02
H -0.63 -6.62 1.22
H -2.10 -7.69 1.21
H -1.98 -6.50 2.41
H -2.09 -7.16 -1.26
H -1.07 -5.59 -1.18
H -2.70 -5.53 -1.59
H -4.96 -2.86 -1.69
H -4.12 -1.73 -0.52
H -3.19 -2.71 -1.75
H -5.68 -3.86 1.13
H -5.93 -4.28 -0.59
H -5.11 -5.43 0.36
H -3.51 -4.70 4.11
H -4.80 -4.16 3.06
H -4.03 -5.69 2.69
H -3.04 -1.99 3.22
H -1.44 -2.42 2.46
H -1.97 -2.99 4.05
O 2.24 0.28 0.19
P 2.69 1.23 1.21
N 1.95 2.75 1.15
C 1.36 3.21 -0.10
C 1.87 3.64 2.30
N 4.34 1.64 1.18
C 5.06 2.32 2.24
C 5.11 1.28 -0.03
N 2.40 0.74 2.80
C 1.01 0.65 3.28
C 3.15 -0.48 3.17
H 1.70 2.55 -0.90
H 1.53 4.29 -0.17
H 0.26 3.11 -0.14
H 2.46 3.20 3.11
H 0.85 3.70 2.68
H 2.37 4.57 2.03
H 5.32 3.33 1.92
H 4.49 2.34 3.16
H 5.96 1.73 2.46
H 5.98 1.93 -0.11
H 5.60 0.32 0.16
H 4.40 1.28 -0.85
H 0.35 0.44 2.44
H 0.92 -0.06 4.10
H 0.75 1.64 3.66
H 3.12 -0.58 4.26
H 4.16 -0.46 2.75
H 2.67 -1.37 2.76
C -3.79 6.61 2.53
O -3.26 5.32 2.35
C -4.10 4.39 1.85
O -5.28 4.60 1.70
O -3.42 3.34 1.53
C -4.06 2.30 0.80
H -4.10 6.96 1.54
H -3.03 7.25 2.98
H -4.70 6.65 3.13
H -4.55 2.53 -0.14
H -4.87 1.92 1.43
H -3.41 1.45 0.59
C 4.96 2.67 -4.53
O 3.63 2.86 -4.94
C 2.79 3.14 -3.93
O 3.04 3.17 -2.77
O 1.62 3.43 -4.49
C 0.56 3.74 -3.61
H 5.73 2.99 -5.23
H 5.16 1.61 -4.36
H 5.19 3.06 -3.54
H -0.11 4.38 -4.21
H 0.85 4.29 -2.72
H -0.08 2.93 -3.28
*
```

Mulliken population analysis, charges in e, atoms 1 to 6: atom 1 (N): -0.2521, atom 2 (S): 1.3068, atom 3 (O): -0.5870, atom 4 (O): -0.7201, atom 5 (F): -0.2018, atom 6 (S): 1.0144

---

(2)
The following is a quantum chemistry calculation of a 7-piece molecular cluster, C18H48F2N7O10S2 overall, from the OMol25 dataset.

For the LUMO energy, the calculation gives -11.1 eV. As for the orbital gap: 0.4053 Eh. The value obtained for the HOMO energy is -22.09 eV.

```
! wB97M-V def2-TZVPD RIJCOSX def2/J DEFGRID3
* xyz 5 1
N -0.28 -0.10 2.05
S -0.43 0.76 0.72
O -1.65 0.68 -0.02
O 0.78 0.87 -0.04
F -0.52 2.14 1.51
S -0.44 -1.66 1.50
O 0.63 -2.15 0.70
O -1.80 -2.02 1.26
F -0.18 -2.30 2.93
C -1.01 1.70 -3.45
C -0.46 1.97 -4.82
O 0.69 2.14 -5.06
N -1.42 2.41 -5.93
H -2.37 2.37 -5.53
H -1.24 3.41 -6.02
C -1.32 1.52 -7.14
H -1.44 2.59 -2.97
H -0.17 1.32 -2.87
H -1.82 0.98 -3.42
H -2.00 1.89 -7.91
H -1.68 0.54 -6.82
H -0.31 1.45 -7.51
C 2.82 2.08 4.71
C 2.78 1.66 3.27
O 2.71 2.36 2.33
N 2.56 0.18 3.06
H 2.54 -0.41 3.89
H 1.58 0.05 2.69
C 3.45 -0.41 1.99
H 3.49 1.49 5.35
H 1.81 2.01 5.11
H 3.24 3.08 4.77
H 3.14 0.05 1.06
H 3.29 -1.48 1.93
H 4.49 -0.22 2.23
C 1.11 -8.02 -1.02
C 1.83 -6.89 -0.37
O 1.64 -6.48 0.72
N 2.89 -6.15 -1.21
H 3.77 -6.67 -1.26
H 2.53 -6.22 -2.17
C 3.06 -4.67 -0.95
H 0.93 -8.75 -0.22
H 1.61 -8.57 -1.81
H 0.14 -7.63 -1.33
H 3.81 -4.62 -0.16
H 2.13 -4.23 -0.59
H 3.42 -4.18 -1.85
C -2.96 2.94 4.52
C -1.72 2.13 4.73
O -0.71 2.55 5.19
N -1.74 0.62 4.54
H -2.63 0.25 4.20
H -1.12 0.34 3.73
C -1.26 -0.18 5.73
H -2.72 3.94 4.18
H -3.50 2.91 5.47
H -3.62 2.51 3.76
H -0.69 -1.05 5.40
H -2.10 -0.39 6.38
H -0.57 0.42 6.32
C 2.25 3.77 -1.97
C 1.15 4.46 -1.24
O 0.38 3.88 -0.54
N 0.92 5.93 -1.51
H 1.79 6.28 -1.94
H 0.19 6.09 -2.21
C 0.61 6.73 -0.25
H 2.21 4.03 -3.04
H 2.13 2.70 -1.88
H 3.23 4.04 -1.59
H -0.30 6.29 0.14
H 0.58 7.78 -0.53
H 1.38 6.49 0.48
C -1.82 -4.10 -1.42
C -2.30 -2.74 -1.80
O -1.79 -2.00 -2.58
N -3.55 -2.27 -1.08
H -4.17 -3.08 -1.04
H -3.33 -2.06 -0.10
C -4.26 -1.14 -1.76
H -0.81 -4.23 -1.80
H -2.48 -4.89 -1.81
H -1.81 -4.16 -0.33
H -3.57 -0.29 -1.77
H -5.14 -0.95 -1.16
H -4.49 -1.40 -2.78
*
```

Mulliken population analysis, charges in e, atoms 1 to 6: atom 1 (N): -0.3135, atom 2 (S): 0.8756, atom 3 (O): -0.5360, atom 4 (O): -0.5101, atom 5 (F): -0.3743, atom 6 (S): 0.9565

---

(3)
The following is a quantum chemistry calculation of C18H48F4Mn2O10P2 as an isolated structure, from the OMol25 dataset.

For the LUMO energy (spin up / spin down), the calculation gives -6.7 / -7.5 eV. As for the orbital gap (spin up / spin down): 0.2597 / 0.2289 Eh. The value obtained for the HOMO energy (spin up / spin down) is -13.76 / -13.76 eV.

```
! wB97M-V def2-TZVPD RIJCOSX def2/J DEFGRID3
* xyz 2 11
Mn -2.79 2.87 -1.72
Mn 2.69 1.82 -0.65
O -0.85 3.45 -2.29
P 0.57 3.38 -2.84
O 1.75 2.95 -1.98
F 1.01 4.73 -3.59
F 0.56 2.25 -4.06
O 0.84 0.94 -0.39
P -0.58 0.40 -0.56
O -1.69 1.35 -0.89
F -1.04 -0.56 0.69
F -0.58 -0.55 -1.94
C 5.60 0.18 1.26
C 4.25 -0.08 1.88
C 4.21 0.59 3.23
O 3.26 0.37 1.03
H 6.42 -0.34 1.76
H 5.91 1.22 1.20
H 5.66 -0.10 0.21
H 3.90 -1.10 1.95
H 4.06 1.67 3.16
H 5.21 0.56 3.67
H 3.48 0.19 3.94
H 2.64 -0.36 1.00
C 0.79 -2.94 -4.07
C 0.10 -2.00 -5.10
C -1.32 -2.43 -5.55
O -0.07 -0.71 -4.48
H 1.27 -3.79 -4.57
H 0.00 -3.21 -3.38
H 1.58 -2.43 -3.52
H 0.64 -1.82 -6.03
H -1.32 -3.27 -6.25
H -1.87 -1.66 -6.09
H -1.93 -2.73 -4.70
H -0.43 -0.79 -3.60
C 3.36 -3.46 0.59
C 1.88 -3.30 0.32
C 0.95 -4.42 0.77
O 1.34 -2.06 0.73
H 3.77 -2.53 0.18
H 3.75 -4.19 -0.12
H 3.83 -3.68 1.55
H 1.88 -3.22 -0.77
H 1.36 -4.91 1.65
H 0.84 -5.17 -0.01
H -0.11 -4.20 0.93
H 0.67 -2.15 1.41
C 1.35 5.24 0.44
C 2.56 4.50 1.02
C 2.99 4.85 2.43
O 2.32 3.13 0.96
H 0.39 4.99 0.88
H 1.36 5.30 -0.65
H 1.42 6.29 0.71
H 3.34 4.66 0.27
H 3.39 5.86 2.42
H 3.74 4.21 2.91
H 2.20 4.84 3.18
H 1.46 3.08 1.40
C -2.27 -0.90 4.39
C -2.97 -1.97 3.59
C -2.41 -3.36 3.98
O -4.38 -1.95 3.77
H -2.78 0.06 4.37
H -1.34 -0.70 3.86
H -2.19 -1.13 5.45
H -2.77 -1.91 2.52
H -1.33 -3.32 3.88
H -2.97 -4.00 3.30
H -2.70 -3.58 5.00
H -4.74 -1.08 3.99
C -6.75 0.97 -2.35
C -5.73 1.41 -1.19
C -4.85 0.22 -0.64
O -4.87 2.33 -1.82
H -7.42 1.81 -2.52
H -7.42 0.22 -1.92
H -6.28 0.60 -3.26
H -6.24 2.03 -0.45
H -4.64 -0.42 -1.50
H -5.47 -0.43 -0.03
H -3.99 0.47 -0.01
H -5.47 2.90 -2.30
*
```

Mulliken population analysis, charges in e, atoms 1 to 6: atom 1 (Mn): 1.3089, atom 2 (Mn): 0.9773, atom 3 (O): -0.2310, atom 4 (P): 0.2590, atom 5 (O): -0.3072, atom 6 (F): -0.2304

---

(4)
The following is a quantum chemistry calculation of a 7-piece molecular cluster, C18H48F6O18PS6 overall, from the OMol25 dataset.

For the LUMO energy, the calculation gives 1.9 eV. As for the orbital gap: 0.3956 Eh. The value obtained for the HOMO energy is -8.82 eV.

```
! wB97M-V def2-TZVPD RIJCOSX def2/J DEFGRID3
* xyz -1 1
P 0.12 0.88 -0.75
F 0.72 -0.45 -0.01
F -1.34 0.67 -0.10
F 0.52 1.75 0.54
F -0.43 2.16 -1.56
F 1.55 1.12 -1.48
F -0.39 -0.17 -1.94
O -2.81 7.02 1.30
S -1.62 6.73 0.58
O -1.51 7.07 -0.80
O -0.42 7.37 1.40
C -0.65 8.54 2.15
C 0.25 9.72 1.78
C -1.14 5.06 0.85
H -0.57 8.35 3.22
H -1.66 8.92 1.95
H 1.29 9.45 1.59
H 0.19 10.38 2.65
H -0.13 10.24 0.91
H -0.06 5.06 0.99
H -1.37 4.31 0.09
H -1.72 4.75 1.72
O -5.20 -3.73 -0.93
S -4.07 -3.20 -0.26
O -4.17 -2.40 0.90
O -3.23 -4.50 0.09
C -2.04 -4.38 0.91
C -1.04 -5.49 0.57
C -3.01 -2.40 -1.45
H -2.36 -4.39 1.96
H -1.56 -3.40 0.82
H -0.04 -5.10 0.73
H -1.09 -5.77 -0.48
H -1.21 -6.35 1.22
H -2.34 -1.74 -0.91
H -3.72 -1.82 -2.04
H -2.49 -3.12 -2.06
O -0.43 -3.56 6.33
S -0.98 -4.22 5.19
O -2.37 -4.31 4.98
O -0.34 -3.57 3.91
C 0.80 -2.70 4.05
C 0.94 -2.07 2.70
C -0.28 -5.85 5.04
H 1.63 -3.26 4.48
H 0.52 -1.94 4.78
H 1.63 -1.24 2.69
H -0.07 -1.73 2.48
H 1.21 -2.80 1.93
H -1.05 -6.55 5.34
H 0.61 -5.92 5.66
H -0.02 -6.00 4.00
O 2.86 -5.54 -4.04
S 2.03 -4.57 -3.41
O 0.95 -4.98 -2.61
O 2.92 -3.58 -2.61
C 4.10 -3.23 -3.29
C 4.70 -2.02 -2.65
C 1.34 -3.51 -4.66
H 3.91 -2.95 -4.34
H 4.74 -4.10 -3.45
H 3.85 -1.41 -2.34
H 5.31 -1.44 -3.33
H 5.25 -2.27 -1.75
H 0.41 -3.94 -4.99
H 2.07 -3.31 -5.43
H 1.09 -2.58 -4.14
O 1.85 3.72 4.47
S 2.89 3.53 3.52
O 4.16 4.15 3.76
O 3.12 1.99 3.32
C 4.26 1.56 2.52
C 3.78 0.79 1.33
C 2.32 4.01 1.93
H 4.90 0.97 3.18
H 4.86 2.44 2.27
H 2.70 0.84 1.20
H 4.23 -0.19 1.19
H 4.17 1.25 0.40
H 3.12 3.82 1.20
H 2.35 5.10 1.85
H 1.43 3.50 1.62
O -4.86 2.15 -4.13
S -4.70 1.05 -3.24
O -5.81 0.48 -2.57
O -3.97 -0.09 -4.09
C -2.72 0.24 -4.74
C -2.27 -0.97 -5.50
C -3.43 1.43 -2.04
H -1.99 0.58 -4.01
H -2.88 1.05 -5.47
H -2.95 -1.30 -6.29
H -2.06 -1.81 -4.84
H -1.38 -0.71 -6.09
H -2.75 0.59 -2.00
H -3.95 1.51 -1.09
H -2.99 2.38 -2.32
*
```

Mulliken population analysis, charges in e, atoms 1 to 6: atom 1 (P): 1.4935, atom 2 (F): -0.3404, atom 3 (F): -0.3658, atom 4 (F): -0.4096, atom 5 (F): -0.4136, atom 6 (F): -0.4678

---

(5)
The following is a quantum chemistry calculation of C18H48MnNO21S6 as an isolated structure, from the OMol25 dataset.

For the LUMO energy (spin up / spin down), the calculation gives -8.9 / -11.8 eV. As for the orbital gap (spin up / spin down): 0.2066 / 0.0980 Eh. The value obtained for the HOMO energy (spin up / spin down) is -14.54 / -14.47 eV.

```
! wB97M-V def2-TZVPD RIJCOSX def2/J DEFGRID3
* xyz 2 7
Mn -4.92 -7.67 -2.65
N -5.18 -10.68 -3.84
O -5.79 -10.77 -4.91
O -4.81 -9.55 -3.57
O -5.11 -11.57 -3.04
O -2.54 -9.73 -5.72
S -3.38 -9.33 -6.85
O -4.46 -8.30 -6.62
O -2.36 -8.73 -8.00
C -1.17 -9.44 -8.32
C -1.27 -9.93 -9.80
C -4.03 -10.77 -7.75
H -1.01 -10.29 -7.65
H -0.37 -8.70 -8.32
H -0.44 -10.59 -10.05
H -1.19 -9.01 -10.39
H -2.22 -10.41 -10.02
H -4.84 -11.19 -7.15
H -3.29 -11.57 -7.78
H -4.33 -10.48 -8.75
O -8.26 -12.24 -6.64
S -8.03 -11.17 -7.63
O -7.08 -11.39 -8.73
O -9.57 -10.88 -8.25
C -9.70 -10.19 -9.44
C -9.84 -11.21 -10.56
C -7.89 -9.52 -6.91
H -8.83 -9.54 -9.52
H -10.60 -9.61 -9.24
H -8.97 -11.87 -10.59
H -9.96 -10.92 -11.60
H -10.64 -11.93 -10.38
H -6.85 -9.36 -6.64
H -8.45 -9.45 -5.97
H -8.26 -8.83 -7.67
O 0.79 -12.25 -2.65
S -0.24 -12.92 -3.48
O 0.07 -13.27 -4.86
O -0.72 -14.29 -2.65
C -1.61 -15.21 -3.30
C -1.52 -16.46 -2.50
C -1.85 -11.91 -3.34
H -1.19 -15.41 -4.29
H -2.67 -14.93 -3.28
H -2.03 -16.35 -1.55
H -0.47 -16.76 -2.45
H -2.01 -17.21 -3.13
H -2.08 -11.71 -2.30
H -2.71 -12.46 -3.72
H -1.68 -10.99 -3.90
O -4.26 -16.67 -4.95
S -4.95 -15.51 -5.54
O -4.20 -14.50 -6.30
O -6.17 -15.98 -6.57
C -6.73 -15.05 -7.45
C -7.55 -15.82 -8.52
C -6.02 -14.70 -4.22
H -6.03 -14.36 -7.93
H -7.43 -14.47 -6.84
H -6.94 -16.64 -8.89
H -7.82 -15.10 -9.30
H -8.52 -16.19 -8.19
H -6.32 -13.73 -4.61
H -5.28 -14.57 -3.42
H -6.84 -15.39 -3.99
O -5.40 -8.78 -0.89
S -5.38 -9.49 0.37
O -4.54 -8.97 1.47
O -6.94 -9.61 0.89
C -7.93 -9.96 -0.15
C -8.80 -8.73 -0.45
C -5.00 -11.31 0.12
H -8.50 -10.84 0.15
H -7.54 -10.30 -1.11
H -9.60 -8.56 0.27
H -9.16 -8.92 -1.46
H -8.11 -7.89 -0.49
H -5.82 -11.63 -0.53
H -4.89 -11.88 1.05
H -4.08 -11.35 -0.45
O -2.98 -7.98 -2.04
S -2.01 -8.42 -1.08
O -2.31 -9.65 -0.32
O -0.56 -8.59 -1.82
C 0.56 -9.04 -1.09
C 1.82 -8.41 -1.66
C -1.71 -6.88 0.08
H 0.51 -10.12 -1.17
H 0.51 -8.92 0.00
H 2.72 -8.75 -1.15
H 1.89 -7.33 -1.50
H 1.89 -8.53 -2.74
H -2.66 -6.62 0.54
H -1.38 -6.04 -0.53
H -0.93 -7.21 0.77
*
```

Mulliken population analysis, charges in e, atoms 1 to 6: atom 1 (Mn): 1.3406, atom 2 (N): 0.8472, atom 3 (O): -0.2449, atom 4 (O): 0.2652, atom 5 (O): -0.3667, atom 6 (O): -0.5538

---

Number 1: energy -4440.623688 hartree, M 818.146 g mol⁻¹, F_max 7.0 eV/A. Number 2: energy -2844.557268 hartree, M 624.751 g mol⁻¹, F_max 4.0 eV/A. Number 3: energy -4850.987560 hartree, M 672.388 g mol⁻¹, F_max 4.2 eV/A. Number 4: energy -5398.865151 hartree, M 889.928 g mol⁻¹, F_max 2.7 eV/A. Number 5: energy -5888.561757 hartree, M 861.908 g mol⁻¹, F_max 6.6 eV/A.